DFT (ωB97M-V/def2-TZVPD) results for an isolated molecule of C33H35N3O3 in a non-equilibrium geometry.

SMILES string	O=[N+]([O-])c1ccc(O[C@H](/C=C/c2cc3c4c(c2)CCCN4CCC3)c2cc3c4c(c2)CCCN4CCC3)cc1
E_tot	-45398.922	eV
Kohn-Sham gap	6.55	eV
LUMO level	-0.470	eV
HOMO	-0.25785	Ha

Structure (ORCA input):
```
! wB97M-V def2-TZVPD RIJCOSX def2/J DEFGRID3
* xyz 0 1
O 0.28 -7.37 -3.24
N 1.04 -6.38 -3.35
O 1.66 -6.11 -4.40
C 1.22 -5.52 -2.22
C 2.01 -4.36 -2.28
C 1.96 -3.39 -1.28
C 1.24 -3.63 -0.08
O 1.36 -2.76 0.97
C 0.22 -1.66 1.09
C 0.04 -0.66 -0.01
C -0.62 -0.90 -1.17
C -0.92 0.11 -2.17
C -0.82 1.52 -1.94
C -1.07 2.47 -2.94
C -1.53 2.04 -4.22
C -1.63 0.65 -4.49
C -1.33 -0.26 -3.49
C -2.09 0.16 -5.82
C -2.98 1.18 -6.51
C -2.37 2.57 -6.49
N -1.87 2.95 -5.18
C -1.82 4.37 -4.95
C -0.79 4.77 -3.91
C -0.91 3.91 -2.65
C 0.51 -1.00 2.44
C 1.43 0.05 2.53
C 1.69 0.70 3.74
C 0.99 0.32 4.92
C -0.05 -0.65 4.80
C -0.23 -1.31 3.58
C -0.89 -0.96 5.99
C -0.79 0.04 7.16
C 0.65 0.50 7.37
N 1.28 0.90 6.14
C 2.38 1.82 6.34
C 3.39 1.78 5.21
C 2.69 1.79 3.84
C 0.49 -4.84 0.01
C 0.54 -5.77 -1.02
H 2.63 -4.24 -3.16
H 2.50 -2.44 -1.42
H -0.63 -2.35 1.14
H 0.29 0.38 0.25
H -1.04 -1.90 -1.40
H -0.53 1.89 -0.95
H -1.41 -1.33 -3.71
H -2.62 -0.78 -5.72
H -1.20 -0.05 -6.43
H -3.96 1.21 -6.03
H -3.15 0.87 -7.55
H -3.10 3.32 -6.81
H -1.54 2.61 -7.22
H -2.81 4.74 -4.63
H -1.60 4.87 -5.90
H 0.22 4.67 -4.32
H -0.93 5.83 -3.65
H -0.02 4.06 -2.03
H -1.76 4.26 -2.04
H 2.00 0.35 1.65
H -0.99 -2.09 3.49
H -0.59 -1.96 6.35
H -1.95 -1.04 5.70
H -1.15 -0.45 8.08
H -1.42 0.92 6.99
H 1.22 -0.30 7.86
H 0.66 1.35 8.07
H 1.98 2.84 6.47
H 2.87 1.56 7.29
H 4.06 2.65 5.31
H 4.01 0.87 5.30
H 3.45 1.67 3.06
H 2.21 2.77 3.69
H -0.09 -5.08 0.92
H 0.05 -6.75 -0.96
*
```



DFT (ωB97M-V/def2-TZVPD) results for a structure of composition C33H35N5O2RbSTe.

E_tot	-65115.381	eV
Kohn-Sham gap	7.87	eV
LUMO level	-2.189	eV
HOMO	-0.36968	Ha
energy above the lowest of the compared OMol25 structures with the same formula, charge and spin	11.0	kcal per mole

Structure (ORCA input):
```
! wB97M-V def2-TZVPD RIJCOSX def2/J DEFGRID3
* xyz 1 1
Rb 0.07 -0.26 -0.35
C -1.15 -2.86 -3.31
C -0.05 -2.98 -2.29
C 1.22 -2.46 -2.54
C 2.24 -2.55 -1.60
C 3.61 -1.99 -1.89
C 1.98 -3.17 -0.38
C 0.73 -3.72 -0.11
C 0.45 -4.39 1.21
C -0.28 -3.62 -1.07
H -1.75 -1.96 -3.13
H -1.83 -3.71 -3.27
H -0.74 -2.80 -4.32
H 1.42 -1.98 -3.50
H 4.38 -2.76 -1.76
H 3.85 -1.17 -1.20
H 3.68 -1.60 -2.90
H 2.77 -3.25 0.35
H -0.40 -5.06 1.14
H 0.23 -3.65 1.98
H 1.31 -4.96 1.55
H -1.24 -4.07 -0.88
C 3.57 2.16 -4.68
O 3.48 1.80 -3.30
C 2.33 1.35 -2.77
O 2.31 0.99 -1.62
N 1.26 1.31 -3.62
N 0.02 0.89 -3.13
H 4.61 2.42 -4.84
H 2.96 3.04 -4.90
H 3.30 1.33 -5.33
H 1.28 1.80 -4.50
H -0.41 0.24 -3.78
H -0.60 1.67 -2.97
N -4.87 1.20 -0.85
C -5.21 -0.13 -0.98
C -6.43 -0.78 -1.16
C -6.40 -2.16 -1.25
C -5.19 -2.87 -1.15
C -3.99 -2.22 -0.97
C -4.00 -0.83 -0.89
N -2.95 0.07 -0.71
C -3.52 1.25 -0.69
C -2.78 2.50 -0.50
C -3.31 3.76 -0.47
S -2.07 4.90 -0.19
C -0.93 3.63 -0.14
N -1.42 2.44 -0.31
H -5.50 1.98 -0.84
H -7.37 -0.23 -1.23
H -7.32 -2.70 -1.39
H -5.21 -3.95 -1.22
H -3.05 -2.76 -0.89
H -4.33 4.07 -0.58
H 0.13 3.80 0.04
Te 2.48 2.18 1.70
C 1.99 3.29 3.43
C 2.88 3.35 4.50
C 2.55 4.08 5.63
C 1.33 4.75 5.70
C 0.45 4.69 4.63
C 0.77 3.96 3.50
C 2.12 0.28 2.55
C 3.03 -0.76 2.35
C 2.84 -1.99 2.98
C 1.75 -2.18 3.81
C 0.84 -1.15 4.01
C 1.02 0.07 3.38
H 3.83 2.84 4.44
H 3.24 4.12 6.46
H 1.08 5.32 6.59
H -0.50 5.21 4.69
H 0.08 3.90 2.67
H 3.90 -0.60 1.73
H 3.56 -2.78 2.83
H 1.61 -3.13 4.31
H -0.01 -1.30 4.67
H 0.32 0.88 3.56
*
```



DFT (ωB97M-V/def2-TZVPD) results for a structure of composition C33H35N8O4S4Ti.

E_tot	-121354.000	eV
Kohn-Sham gap	6.75	eV
LUMO level	-3.662	eV
HOMO	-0.38272	Ha
energy above the lowest of the compared OMol25 structures with the same formula, charge and spin	8.3	kcal per mole

Structure (ORCA input):
```
! wB97M-V def2-TZVPD RIJCOSX def2/J DEFGRID3
* xyz 1 1
Ti -0.50 -1.00 -0.35
S 1.19 -2.10 0.81
C 2.49 -0.93 0.69
N 3.72 -1.32 0.77
N 4.74 -0.51 0.63
C 4.76 0.76 -0.05
C 5.21 1.89 0.61
C 5.29 3.09 -0.08
C 4.92 3.16 -1.41
C 4.46 2.02 -2.07
C 4.39 0.81 -1.39
N 2.16 0.40 0.70
N 0.94 0.66 0.57
C 0.68 2.05 0.84
C 1.56 3.02 0.36
C 1.31 4.36 0.65
C 0.21 4.71 1.43
C -0.62 3.72 1.94
C -0.39 2.39 1.64
H 5.62 -0.99 0.70
H 5.49 1.82 1.65
H 5.65 3.98 0.43
H 5.00 4.10 -1.95
H 4.20 2.07 -3.11
H 4.05 -0.08 -1.90
H 2.41 2.73 -0.24
H 1.98 5.12 0.28
H 0.02 5.75 1.66
H -1.46 3.99 2.57
H -1.01 1.60 2.05
C -1.14 -5.50 -0.41
C -0.55 -4.23 -0.32
N -1.22 -3.15 0.02
C -2.55 -3.26 0.23
C -3.22 -4.49 0.19
C -2.47 -5.63 -0.14
C -4.63 -4.53 0.47
C -5.30 -3.41 0.80
C -4.64 -2.14 0.83
C -5.29 -0.96 1.21
C -4.58 0.21 1.25
C -3.24 0.20 0.87
N -2.60 -0.89 0.47
C -3.28 -2.06 0.50
H -0.53 -6.34 -0.69
H 0.50 -4.11 -0.54
H -2.96 -6.59 -0.20
H -5.13 -5.49 0.44
H -6.36 -3.45 1.03
H -6.34 -0.99 1.47
H -5.04 1.14 1.56
H -2.69 1.13 0.86
S -1.60 1.23 -1.34
C -0.66 1.88 -2.65
N 0.16 2.90 -2.43
C 1.05 3.46 -3.44
C 1.34 2.39 -4.49
C 0.03 1.82 -5.00
N -0.80 1.40 -3.87
H 0.21 3.23 -1.48
H 1.96 3.77 -2.94
H 0.59 4.34 -3.90
H 1.93 1.59 -4.04
H 1.91 2.82 -5.31
H 0.19 0.94 -5.62
H -0.52 2.56 -5.59
H -1.29 0.52 -3.96
C -1.04 -2.41 4.33
C 0.34 -1.73 4.43
C 0.13 -0.38 3.75
O -1.01 -0.54 2.91
C -1.91 -1.34 3.68
H -1.43 -2.72 5.29
H -0.98 -3.29 3.69
H 1.10 -2.31 3.91
H 0.67 -1.61 5.47
H 0.97 -0.06 3.13
H -0.08 0.41 4.49
H -2.68 -1.74 3.02
H -2.40 -0.71 4.44
O -1.40 -1.73 -2.01
S -0.34 -1.93 -3.10
O 0.10 -3.30 -3.14
O -0.79 -1.36 -4.34
S 1.09 -0.77 -2.19
*
```



E_tot of number 1 (C33H35N3O3)?
-45398.922 eV



What did the second record say?
DFT (ωB97M-V/def2-TZVPD) results for a structure of composition C33H35N5O2RbSTe.

E_tot	-65115.381	eV
Kohn-Sham gap	7.87	eV
LUMO level	-2.189	eV
HOMO	-0.36968	Ha
energy above the lowest of the compared OMol25 structures with the same formula, charge and spin	11.0	kcal per mole

Structure (ORCA input):
```
! wB97M-V def2-TZVPD RIJCOSX def2/J DEFGRID3
* xyz 1 1
Rb 0.07 -0.26 -0.35
C -1.15 -2.86 -3.31
C -0.05 -2.98 -2.29
C 1.22 -2.46 -2.54
C 2.24 -2.55 -1.60
C 3.61 -1.99 -1.89
C 1.98 -3.17 -0.38
C 0.73 -3.72 -0.11
C 0.45 -4.39 1.21
C -0.28 -3.62 -1.07
H -1.75 -1.96 -3.13
H -1.83 -3.71 -3.27
H -0.74 -2.80 -4.32
H 1.42 -1.98 -3.50
H 4.38 -2.76 -1.76
H 3.85 -1.17 -1.20
H 3.68 -1.60 -2.90
H 2.77 -3.25 0.35
H -0.40 -5.06 1.14
H 0.23 -3.65 1.98
H 1.31 -4.96 1.55
H -1.24 -4.07 -0.88
C 3.57 2.16 -4.68
O 3.48 1.80 -3.30
C 2.33 1.35 -2.77
O 2.31 0.99 -1.62
N 1.26 1.31 -3.62
N 0.02 0.89 -3.13
H 4.61 2.42 -4.84
H 2.96 3.04 -4.90
H 3.30 1.33 -5.33
H 1.28 1.80 -4.50
H -0.41 0.24 -3.78
H -0.60 1.67 -2.97
N -4.87 1.20 -0.85
C -5.21 -0.13 -0.98
C -6.43 -0.78 -1.16
C -6.40 -2.16 -1.25
C -5.19 -2.87 -1.15
C -3.99 -2.22 -0.97
C -4.00 -0.83 -0.89
N -2.95 0.07 -0.71
C -3.52 1.25 -0.69
C -2.78 2.50 -0.50
C -3.31 3.76 -0.47
S -2.07 4.90 -0.19
C -0.93 3.63 -0.14
N -1.42 2.44 -0.31
H -5.50 1.98 -0.84
H -7.37 -0.23 -1.23
H -7.32 -2.70 -1.39
H -5.21 -3.95 -1.22
H -3.05 -2.76 -0.89
H -4.33 4.07 -0.58
H 0.13 3.80 0.04
Te 2.48 2.18 1.70
C 1.99 3.29 3.43
C 2.88 3.35 4.50
C 2.55 4.08 5.63
C 1.33 4.75 5.70
C 0.45 4.69 4.63
C 0.77 3.96 3.50
C 2.12 0.28 2.55
C 3.03 -0.76 2.35
C 2.84 -1.99 2.98
C 1.75 -2.18 3.81
C 0.84 -1.15 4.01
C 1.02 0.07 3.38
H 3.83 2.84 4.44
H 3.24 4.12 6.46
H 1.08 5.32 6.59
H -0.50 5.21 4.69
H 0.08 3.90 2.67
H 3.90 -0.60 1.73
H 3.56 -2.78 2.83
H 1.61 -3.13 4.31
H -0.01 -1.30 4.67
H 0.32 0.88 3.56
*
```